ORCA calculation (the ωB97M-V functional and the def2-TZVPD basis) on a molecular structure, C40H66Br3GeN4O2RbSSi3.

Cartesian coordinates (Å):
Rb 0.78681 -0.02772 -0.34337
Br 0.95775 -4.11033 -1.76782
C -0.83992 -3.44387 -1.75687
Br -1.86882 -4.36065 -0.42382
H -1.28394 -3.64155 -2.72769
H -0.82750 -2.37824 -1.53002
C 2.28250 1.71374 2.84091
N 2.88889 1.26733 1.60434
C 4.14533 1.03988 1.57959
C 4.81449 0.54766 0.43010
C 5.91366 -0.31639 0.40245
C 6.04769 -0.76905 -0.90563
C 5.04027 -0.17416 -1.64331
N 4.31292 0.63167 -0.84634
C 2.41841 0.66855 3.91167
C 3.44921 0.72085 4.84321
C 3.62171 -0.29605 5.76588
C 2.77270 -1.38802 5.76257
C 1.74216 -1.44669 4.83739
C 1.56142 -0.42669 3.92239
H 1.22418 1.89901 2.64037
H 2.74508 2.65573 3.16330
H 4.77835 1.12694 2.47765
H 6.48609 -0.61149 1.26342
H 6.78190 -1.45695 -1.28360
H 4.82240 -0.24879 -2.69057
H 4.12259 1.56818 4.84834
H 4.42185 -0.23075 6.49155
H 2.90381 -2.18566 6.48382
H 1.07450 -2.29633 4.83109
H 0.75639 -0.48177 3.20453
C -4.30218 5.15078 3.96737
C -3.40507 4.19791 4.77022
C -4.22918 3.70595 5.96463
C -2.19102 4.96643 5.31154
C -2.91480 3.06555 3.87945
C -2.29229 3.35518 2.66919
C -1.83490 2.33209 1.88031
Br -1.03035 2.74747 0.18635
C -1.91955 0.94209 2.18558
O -1.43467 0.08666 1.38296
C -2.58515 0.66997 3.42414
C -3.04183 1.72061 4.20366
C -2.87860 -0.74059 3.94075
C -2.31093 -0.90455 5.36208
C -2.28003 -1.86186 3.09187
C -4.40248 -0.94919 3.97219
H -4.70090 5.93252 4.61396
H -5.13480 4.60010 3.53606
H -3.75783 5.62629 3.15826
H -4.57713 4.56288 6.54315
H -3.63661 3.07364 6.62124
H -5.09872 3.14698 5.62561
H -2.50738 5.80280 5.93561
H -1.58462 5.35145 4.49699
H -1.56737 4.30404 5.90829
H -2.17364 4.37322 2.32872
H -3.54364 1.46853 5.12510
H -1.24929 -0.66560 5.36515
H -2.43823 -1.93480 5.69736
H -2.80773 -0.25590 6.08057
H -1.19957 -1.77396 3.04828
H -2.66379 -1.83428 2.07826
H -2.53443 -2.82761 3.53166
H -4.89422 -0.21081 4.60201
H -4.64284 -1.94145 4.35396
H -4.80509 -0.86182 2.96584
O -2.26379 -0.66824 -1.15249
H -2.07660 -0.39351 -0.22682
H -2.32707 0.15651 -1.64751
S 3.43399 3.03403 -1.14691
C 3.23000 1.40676 -1.31012
N 2.25961 -4.29806 2.44166
C 3.39992 -3.54074 2.42240
C 3.09104 -2.41835 1.71313
N 1.79815 -2.48056 1.29779
C 1.32478 -3.60746 1.74636
H 2.15404 -5.20316 2.86965
H 4.29258 -3.84858 2.92696
H 3.71618 -1.58418 1.46208
H 0.32172 -3.96096 1.60645
C -1.83890 -1.91741 -7.10561
Si -1.33145 -2.15105 -5.25466
C -0.56816 -3.93601 -5.35563
C -3.06803 -2.41897 -4.43815
Ge 0.02832 -0.67053 -3.89846
Si -0.75897 1.43277 -4.79424
C -0.75645 1.77556 -6.69609
C -2.59977 1.77991 -4.32830
C 0.16161 2.96373 -4.09612
Si 2.02634 -0.86912 -5.22494
C 3.07037 -2.37553 -4.62409
C 3.17980 0.64979 -5.02168
C 1.99551 -1.14450 -7.13910
H -2.33435 -2.79901 -7.51017
H -0.96491 -1.72116 -7.71963
H -2.51622 -1.07578 -7.22359
H -1.29743 -4.73999 -5.27708
H 0.17795 -4.09397 -4.58318
H -0.05596 -4.06185 -6.30603
H -3.48168 -3.41407 -4.59676
H -3.77923 -1.70761 -4.84839
H -3.03655 -2.23480 -3.36761
H -1.29474 1.00378 -7.23721
H 0.25909 1.79739 -7.08149
H -1.21898 2.73117 -6.93551
H -3.22350 0.91445 -4.53138
H -3.00633 2.61813 -4.88970
H -2.69376 2.01940 -3.27259
H 1.13446 3.07773 -4.56303
H 0.33273 2.86920 -3.02752
H -0.39148 3.88649 -4.25729
H 3.22797 -2.32675 -3.54966
H 4.04717 -2.42089 -5.10072
H 2.56453 -3.31359 -4.83428
H 3.19552 0.97709 -3.98601
H 2.82292 1.48788 -5.61311
H 4.20375 0.44303 -5.32457
H 1.51236 -2.08514 -7.38940
H 2.99803 -1.16268 -7.56279
H 1.44185 -0.34966 -7.63078

## Properties
- calculated total energy (eV) = -354377.408
- relative energy (zero: lowest compared OMol25 entry of this formula, charge and spin) (kcal/mol) = 13.65
- total charge = -2
- multiplicity = 1
- lowest unoccupied orbital energy (hartree) = 0.121
- Kohn-Sham gap (eV) = 4.87
- E_HOMO (eV) = -1.6
- maximum force (hartree/bohr) = 0.030